[1]
16
Properties=species:S:1:pos:R:3:lowdin_charge:R:1 method="wB97M-V/def2-TZVPD" total_charge=0 e_homo_ev=-7.235 homo_lumo_gap_ev=8.281
N -1.046 -0.710 -0.486 -0.24
N 1.926 1.172 -0.082 0.03
C -0.904 -0.335 0.825 -0.04
C -0.102 -0.191 -1.278 -0.03
C 0.810 0.397 -0.371 -0.30
C -2.228 -1.397 -0.847 -0.06
C 0.332 0.311 0.905 -0.17
C 1.560 1.048 1.401 -0.10
H 2.862 0.915 -0.422 0.12
H 2.178 0.442 2.078 0.10
H -1.773 -0.569 1.547 0.14
H -2.333 -2.405 -0.393 0.09
H -2.307 -1.433 -1.950 0.10
H 1.484 2.045 1.975 0.12
H -0.024 -0.358 -2.394 0.13
H -3.062 -0.867 -0.281 0.10

[2]
16
Properties=species:S:1:pos:R:3:lowdin_charge:R:1 method="wB97M-V/def2-TZVPD" total_charge=0 e_homo_ev=-8.885 homo_lumo_gap_ev=9.891
N 0.638 -0.117 -0.368 -0.14
N 2.122 0.889 1.024 0.12
C -1.392 -0.851 -1.192 -0.10
C 1.619 -0.195 0.655 -0.27
C -0.153 0.908 -0.439 -0.27
C -1.240 0.357 -1.693 0.02
C -0.398 -0.904 0.013 -0.35
C -0.945 0.328 0.833 0.00
H 3.013 0.637 1.333 0.03
H 0.045 0.551 1.546 0.13
H 0.250 2.059 -0.577 0.19
H -1.913 0.514 1.364 0.11
H -1.790 -2.005 -1.405 0.16
H -0.010 -1.961 0.337 0.17
H 1.746 -1.149 1.139 0.13
H -1.592 0.941 -2.570 0.09

[3]
16
Properties=species:S:1:pos:R:3:lowdin_charge:R:1 method="wB97M-V/def2-TZVPD" total_charge=0 smiles=Cn1cc2c(c1)NC2 e_homo_ev=-7.808 homo_lumo_gap_ev=8.773
N -1.188 0.089 -0.222 -0.25
N 2.263 0.934 0.105 0.06
C 0.832 -0.682 0.180 -0.15
C 2.384 -0.730 0.069 -0.02
C -0.437 -1.074 -0.304 -0.03
C 0.878 0.664 0.096 -0.35
C -2.526 0.015 0.224 -0.11
C -0.355 1.234 -0.188 0.01
H 3.121 -0.862 0.939 0.11
H -2.975 1.150 0.073 0.13
H -2.657 -0.359 1.466 0.16
H -3.038 -0.703 -0.525 0.10
H -0.912 -2.012 -0.242 0.10
H 2.930 -1.080 -0.866 0.11
H 2.521 1.234 -0.748 0.04
H -0.841 2.181 -0.054 0.10

[4]
16
Properties=species:S:1:pos:R:3:lowdin_charge:R:1 method="wB97M-V/def2-TZVPD" total_charge=0 e_homo_ev=-9.292 homo_lumo_gap_ev=9.638
N 0.081 0.852 -1.122 -0.09
N -2.726 0.562 1.208 0.13
C -1.700 0.043 0.827 -0.22
C 0.981 1.386 0.077 -0.08
C -0.060 -0.465 -0.947 -0.57
C -0.905 -1.583 -0.866 0.08
C 0.597 0.256 1.335 -0.10
C -0.407 -0.631 0.438 -0.30
H 0.132 0.730 2.238 0.09
H 1.008 -0.884 -0.957 0.15
H 1.654 -0.282 1.747 0.14
H -2.111 -1.535 -0.817 0.17
H 0.719 0.774 -2.094 0.18
H 2.137 0.755 -0.591 0.18
H -0.386 -2.550 -0.976 0.11
H 0.985 2.571 0.502 0.15

[5]
16
Properties=species:S:1:pos:R:3:lowdin_charge:R:1 method="wB97M-V/def2-TZVPD" total_charge=0 e_homo_ev=-9.176 homo_lumo_gap_ev=9.303
N 1.468 0.020 -0.632 -0.10
N -3.476 -0.061 0.075 0.09
C 0.068 0.162 -0.268 -0.41
C -0.812 -0.920 0.157 -0.06
C -2.311 -0.563 0.164 -0.23
C 2.257 0.454 0.650 -0.10
C 2.354 -0.964 -0.057 -0.14
C -0.387 1.508 -0.187 -0.09
H -1.586 1.086 0.186 0.11
H 1.728 -2.034 0.324 0.17
H 1.574 0.611 1.569 0.11
H -0.588 -2.085 -0.189 0.14
H 0.120 2.370 0.578 0.15
H 2.976 1.411 0.587 0.13
H -0.470 1.964 -1.236 0.11
H 3.291 -1.088 -0.670 0.10

[6]
16
Properties=species:S:1:pos:R:3:lowdin_charge:R:1 method="wB97M-V/def2-TZVPD" total_charge=0 e_homo_ev=-8.108 homo_lumo_gap_ev=7.785
N 0.228 -0.208 1.032 -0.10
N 0.621 0.439 1.986 0.04
C 0.498 1.063 -0.450 -0.11
C -0.635 -0.562 -2.017 -0.08
C 1.208 1.689 1.675 -0.13
C 0.016 0.740 -1.668 -0.10
C 1.096 1.919 0.343 -0.07
C -0.515 -1.401 1.295 -0.07
H -0.593 -1.237 -1.198 0.03
H 0.176 1.597 -2.402 0.14
H -0.123 -2.044 0.672 0.01
H -0.005 -1.013 -2.843 0.10
H -1.616 -0.190 -2.347 0.09
H -0.453 -1.688 2.351 0.09
H -1.625 -1.232 1.140 0.12
H 1.722 2.130 2.432 0.04